The following is a DFT calculation (ωB97M-V/def2-TZVPD) of a gas-phase ion, C8H5N2O4S (charge -1).

```
20
C8H5N2O4S | OMol25 | ωB97M-V/def2-TZVPD
N -2.53 -2.20 0.16
C -1.86 -1.76 -0.65
S -1.18 -1.16 -2.05
C -0.38 0.32 -1.14
N -0.06 1.12 -2.36
O 0.14 2.30 -2.19
O 0.06 0.54 -3.43
C -1.27 0.93 -0.18
C -1.17 0.70 1.12
C 0.01 0.05 1.70
C 1.15 -0.09 0.73
C 2.55 -0.62 1.31
O 3.21 -1.27 0.53
O 2.70 -0.31 2.49
C 0.95 -0.15 -0.58
H -2.21 1.53 -0.61
H -1.93 1.10 1.69
H 0.42 0.35 2.58
H -0.32 -0.93 2.04
H 1.70 -0.44 -1.16
```

## Properties
relative energy (zero: lowest compared OMol25 entry of this formula, charge and spin)	472.7	kJ/mol
charge	-1
gap between HOMO and LUMO	7.48	eV



The following is a DFT calculation (ωB97M-V/def2-TZVPD) of a molecular structure, C23H23AsPSn.

```
49
C23H23AsPSn | OMol25 | ωB97M-V/def2-TZVPD
C -4.29 -0.13 -0.87
C -4.47 1.27 -1.01
C -4.21 1.88 0.26
C -3.84 0.86 1.18
C -3.83 -0.39 0.47
Sn -1.12 -2.42 -1.37
P -0.64 -1.53 -3.80
H -4.51 -0.88 -1.63
H -4.81 1.79 -1.90
H -4.31 2.94 0.47
H -3.57 -1.36 0.89
H -3.59 1.02 2.23
H 0.27 -0.41 -3.87
H -1.81 -1.19 -4.55
H -0.01 -2.55 -4.58
C 4.15 -1.47 -2.06
C 3.31 -2.48 -1.61
C 2.13 -2.17 -0.92
C 1.79 -0.81 -0.74
C 2.65 0.20 -1.17
C 3.84 -0.13 -1.84
As -0.02 -0.36 -0.09
C 0.28 -1.05 1.75
C -0.73 -1.80 2.34
C -0.45 -2.55 3.48
C 0.83 -2.51 4.05
C 1.82 -1.68 3.50
C 1.54 -0.93 2.34
C 0.08 1.61 0.03
C 0.35 2.23 1.24
C 0.61 3.62 1.25
C 0.53 4.35 0.06
C 0.16 3.72 -1.13
C -0.08 2.34 -1.16
H 5.06 -1.73 -2.59
H 3.54 -3.53 -1.80
H 1.50 -2.99 -0.55
H 2.40 1.26 -0.99
H 4.51 0.67 -2.17
H -1.73 -1.83 1.89
H -1.22 -3.19 3.93
H 1.07 -3.13 4.91
H 2.80 -1.61 3.96
H 2.31 -0.29 1.90
H 0.38 1.66 2.17
H 0.88 4.10 2.19
H 0.77 5.42 0.07
H 0.09 4.30 -2.06
H -0.39 1.85 -2.08
```

## Properties
charge	-1
gap between HOMO and LUMO (spin up / spin down)	4.47 / 4.47	eV



The following is a DFT calculation (ωB97M-V/def2-TZVPD) of a molecular structure, C4H9NO2.

```
16
C4H9NO2 | OMol25 | ωB97M-V/def2-TZVPD
C 0.32 -2.11 0.10
C -0.41 -0.77 0.13
O -0.44 -0.24 1.46
C 0.26 0.31 -0.71
C -1.06 1.68 -0.97
O -1.31 1.83 -2.12
N -1.17 2.31 0.19
H 1.34 -1.99 0.46
H 0.35 -2.51 -0.92
H -0.19 -2.84 0.73
H -1.44 -0.92 -0.23
H -0.91 -0.87 2.03
H 1.27 0.49 -0.30
H 0.37 0.05 -1.76
H 0.03 1.64 -0.14
H -1.15 1.64 0.97
```

## Properties
relative energy (zero: lowest compared OMol25 entry of this formula, charge and spin)	459.0	kJ/mol
gap between HOMO and LUMO	9.70	eV



The following is a DFT calculation (ωB97M-V/def2-TZVPD) of a molecular structure, C2H12O6.

```
20
C2H12O6 | OMol25 | ωB97M-V/def2-TZVPD
H -0.49 0.13 -0.32
O -1.70 -0.01 -0.10
O 0.68 0.09 -0.45
H -1.87 -0.38 0.81
H -1.94 0.95 0.12
C 1.55 0.95 0.03
O 1.21 1.95 0.66
C 2.97 0.67 -0.32
H 3.31 0.84 -1.33
H 3.52 1.23 0.46
H 3.20 -0.40 -0.18
O -1.18 2.47 -0.46
H -0.84 2.46 -1.36
H -0.34 2.48 0.05
O -0.87 -2.59 -0.83
H -0.95 -1.67 -1.07
H 0.03 -2.91 -0.95
O -2.28 -1.81 1.97
H -1.48 -2.30 2.18
H -2.52 -2.15 1.09
```

## Properties
relative energy (zero: lowest compared OMol25 entry of this formula, charge and spin)	70.2	kJ/mol
gap between HOMO and LUMO	10.69	eV



Number 1: maximum force 4.77 eV/A. Number 2: maximum force 1.64 eV/A. Number 3: maximum force 0.61 eV/A. Number 4: maximum force 2.70 eV/A.